Entry 1
Formula: C4H5FN2S
Source: OMol25
Level of theory: ωB97M-V with the def2-TZVPD basis set

The geometry in ORCA input format:
```
! wB97M-V def2-TZVPD RIJCOSX def2/J DEFGRID3
* xyz 0 1
C 0.0109 2.2692 0.9875
C 0.3643 -0.4090 0.3436
C -0.4588 -0.3098 -0.7743
C -1.2255 -1.3884 -1.2434
H 0.5705 2.9633 1.6471
H -0.1661 2.6227 -0.0517
H -0.9575 2.0919 1.4930
H 0.1521 -2.3948 0.4571
H 0.8047 -1.5575 1.8733
N 0.7030 -1.6385 0.8707
N -1.8326 -2.3155 -1.5620
F -0.5099 0.8643 -1.4673
S 1.2467 0.9501 1.0466
*
```

Its HOMO-LUMO gap is 9.12 eV. As for the LUMO energy: 0.01652 Ha.



Entry 2
Formula: C4H5FN2S
Source: OMol25
Level of theory: ωB97M-V with the def2-TZVPD basis set

The geometry in ORCA input format:
```
! wB97M-V def2-TZVPD RIJCOSX def2/J DEFGRID3
* xyz 0 1
C 0.2821 0.9430 -0.1015
C -0.2985 2.0827 0.4114
C -0.4931 -0.3565 -0.0446
C 1.8831 -0.4881 0.8198
H -1.1571 1.7473 0.9533
H -0.0562 3.2167 0.6817
H -0.3397 -2.2995 -0.4452
H 0.9561 0.0445 1.5128
H 3.0330 -0.0153 0.9897
N 0.1987 -1.4659 0.0705
N 1.6617 -1.3528 -0.2340
F 1.3288 1.0806 -0.9217
S -2.2288 -0.3609 -0.0477
*
```

Its HOMO-LUMO gap is 8.15 eV. As for the LUMO energy: -0.01774 Ha.



Entry 3
Formula: C4H5FN2S
Source: OMol25
Level of theory: ωB97M-V with the def2-TZVPD basis set

The geometry in ORCA input format:
```
! wB97M-V def2-TZVPD RIJCOSX def2/J DEFGRID3
* xyz 0 1
C -1.3759 -0.7785 0.3050
C 0.0028 -0.3664 -0.0641
C 2.1028 -0.1572 -0.3121
C 1.6649 1.1026 -0.1319
H -3.5792 -0.3622 0.1459
H -1.3121 -1.8752 0.0941
H -1.5128 -0.7129 1.3680
H 2.2246 1.9888 -0.1943
H -0.3543 1.6839 0.1183
N 1.0999 -1.0319 -0.2048
N 0.3362 0.9792 0.1135
F 3.3357 -0.5379 -0.5780
S -2.6326 0.0677 -0.6596
*
```

Its HOMO-LUMO gap is 9.35 eV. As for the LUMO energy: 0.02160 Ha.



Quick one: most stable of them? entry 3



Entry 1
Formula: C6H9NO2S
Source: OMol25
Level of theory: ωB97M-V with the def2-TZVPD basis set

The geometry in ORCA input format:
```
! wB97M-V def2-TZVPD RIJCOSX def2/J DEFGRID3
* xyz 0 1
C -0.2192 1.2935 0.6116
C 1.2673 -0.7968 -0.7298
C -0.8598 2.1611 -0.2956
C 0.4486 -0.6264 1.8041
C 2.1864 -1.0864 -1.8136
C -1.7257 -0.7646 0.6007
N -0.5433 0.0826 1.0256
O -0.4981 2.4619 -1.4326
O -1.9316 2.7548 0.2093
S 1.8040 -1.3534 0.6828
H 0.9719 0.0397 2.4554
H -0.0207 -1.3732 2.2815
H 1.5829 -1.3843 -2.6014
H 3.1349 -1.5849 -1.8307
H 2.5870 -0.1444 -2.0746
H -2.6559 -0.1745 0.3537
H -1.4026 -1.3503 -0.2112
H -1.9293 -1.5038 1.4954
H -2.1967 3.3496 -0.5308
*
```

Its HOMO-LUMO gap is 8.48 eV. As for the LUMO energy: 0.00960 Ha.



Entry 2
Formula: C6H9NO2S
Source: OMol25
Level of theory: ωB97M-V with the def2-TZVPD basis set

The geometry in ORCA input format:
```
! wB97M-V def2-TZVPD RIJCOSX def2/J DEFGRID3
* xyz 0 1
C -2.0701 1.4867 0.6923
C -2.0131 0.2804 0.0529
C 0.0794 0.7206 0.0045
C -3.1067 -0.6497 -0.3508
C 2.0873 -1.0858 0.5891
C 2.1854 0.1327 -0.1362
N -0.7751 -0.1105 -0.3978
O 2.3361 0.0483 -1.5244
O 2.8529 1.1528 0.3848
S -0.4762 2.1161 0.8720
H -2.9703 1.8300 1.1715
H -2.5184 -1.3942 -1.0325
H -3.5018 -1.2732 0.4223
H -3.9090 -0.1069 -0.8735
H 1.6502 -0.7765 1.4925
H 1.6531 -1.8367 0.0119
H 3.1506 -1.5267 0.8894
H 2.1357 -0.7290 -1.8743
H 3.2100 1.7216 -0.3937
*
```

Its HOMO-LUMO gap is 8.75 eV. As for the LUMO energy: 0.02300 Ha.



Quick one: most stable of them? entry 2



Entry 1
Formula: H9O4S
Source: OMol25
Level of theory: ωB97M-V with the def2-TZVPD basis set

The geometry in ORCA input format:
```
! wB97M-V def2-TZVPD RIJCOSX def2/J DEFGRID3
* xyz -1 1
S 0.2989 -0.0058 -0.6844
H -0.4580 0.3927 -1.7190
H 0.5879 2.1913 -0.9681
H 0.1163 3.7052 -0.7175
O 0.8371 3.1509 -1.0230
H -1.6877 -3.8808 3.1909
H -1.4895 -3.1333 1.9021
O -2.0380 -3.8171 2.2997
H -1.5215 1.3726 -0.0429
H -2.2787 2.6753 -0.1040
O -2.4372 1.7252 -0.0721
H 2.2379 -1.1085 -0.1285
H 3.5326 -0.4357 0.1758
O 3.1778 -1.3119 0.0157
*
```

Its HOMO-LUMO gap is 7.41 eV. As for the LUMO energy: 0.12599 Ha.



Entry 2
Formula: H9O4S
Source: OMol25
Level of theory: ωB97M-V with the def2-TZVPD basis set

The geometry in ORCA input format:
```
! wB97M-V def2-TZVPD RIJCOSX def2/J DEFGRID3
* xyz -1 1
S 1.5530 -0.2355 -1.2334
H 0.4399 -0.2519 -1.9864
H -2.2606 0.1428 -1.5725
H -1.7636 0.9022 -0.3397
O -2.4959 0.3100 -0.6400
H 1.4469 0.0773 1.3173
H 0.2740 -0.6493 1.8793
O 0.8754 0.0865 2.0939
H 0.1822 -1.7300 0.1208
H -1.3028 -1.3867 0.3670
O -0.5835 -1.9517 0.6919
H -0.2007 1.5441 1.0559
H 0.2371 1.5584 -0.3636
O -0.4308 1.9793 0.2229
*
```

Its HOMO-LUMO gap is 8.04 eV. As for the LUMO energy: 0.14493 Ha.



Entry 3
Formula: H9O4S
Source: OMol25
Level of theory: ωB97M-V with the def2-TZVPD basis set

The geometry in ORCA input format:
```
! wB97M-V def2-TZVPD RIJCOSX def2/J DEFGRID3
* xyz -1 1
S -1.1659 -1.3358 -0.9418
H -2.0630 -1.1552 0.0596
H -0.4070 -0.8475 1.1685
H -0.3788 0.6224 1.0304
O 0.0024 -0.0516 1.6037
H 1.4819 0.2227 -0.3021
H 0.4324 0.2656 -1.3493
O 1.3906 0.4263 -1.2485
H -1.7031 1.1011 -1.1815
H -1.0942 2.2013 -1.9670
O -1.8792 2.0253 -1.4584
H 3.1574 0.1533 1.9344
H 1.7325 -0.1880 2.3489
O 2.6247 -0.0473 2.6980
*
```

Its HOMO-LUMO gap is 7.97 eV. As for the LUMO energy: 0.14005 Ha.



Entry 4
Formula: H9O4S
Source: OMol25
Level of theory: ωB97M-V with the def2-TZVPD basis set

The geometry in ORCA input format:
```
! wB97M-V def2-TZVPD RIJCOSX def2/J DEFGRID3
* xyz -1 1
S -0.3855 -0.5056 0.6606
H -0.3335 -0.5039 -0.7112
H -1.3420 3.0838 -1.8560
H -2.7487 2.9582 -1.9096
O -2.1054 3.6222 -1.7996
H 2.8268 -2.6252 -0.2999
H 3.5577 -2.1774 -1.6087
O 3.5814 -2.7740 -0.8430
H 1.5464 -1.8874 3.2467
H 0.7950 -0.7697 2.4822
O 1.7049 -0.9453 2.9627
H -1.9731 0.1966 -1.3170
H -2.1438 1.4128 -0.4694
O -2.4330 1.1473 -1.3360
*
```

Its HOMO-LUMO gap is 7.54 eV. As for the LUMO energy: 0.13653 Ha.



Quick one: most stable of them? entry 2



Entry 1
Formula: C2H3I3O
Source: OMol25
Level of theory: ωB97M-V with the def2-TZVPD basis set

The geometry in ORCA input format:
```
! wB97M-V def2-TZVPD RIJCOSX def2/J DEFGRID3
* xyz 0 1
C -0.5514 0.1982 -0.7162
C 0.4993 0.3208 0.3055
O 0.1352 0.2828 1.5763
I -2.0095 -1.2642 -0.1551
I 1.8450 -2.0786 -0.2894
I 1.9268 1.8319 -0.2071
H -1.2026 1.1836 -0.6724
H -0.0942 -0.2196 -1.7214
H -0.5486 -0.2550 1.8798
*
```

Its HOMO-LUMO gap is 7.22 eV. As for the LUMO energy: -0.05382 Ha.



Entry 2
Formula: C2H3I3O
Source: OMol25
Level of theory: ωB97M-V with the def2-TZVPD basis set

The geometry in ORCA input format:
```
! wB97M-V def2-TZVPD RIJCOSX def2/J DEFGRID3
* xyz 0 1
C -0.3574 -0.0764 1.4226
C -1.0205 1.0140 1.3209
O -1.5527 1.5769 2.4630
I 2.1243 3.9022 -0.4074
I 2.7701 2.7800 2.0133
I -1.8046 1.8076 -0.5107
H 0.0446 -0.4252 2.2893
H -0.0607 -0.8028 0.6426
H -1.2277 2.4796 2.5269
*
```

Its HOMO-LUMO gap is 7.01 eV. As for the LUMO energy: -0.07908 Ha.



Quick one: most stable of them? entry 2